(1)
A cluster of 14 separate species, C34H104N8O14 in total. Source: OMol25; level of theory: the ωB97M-V functional and the def2-TZVPD basis.

Values from the calculation:
Maximum force ... 2.917 eV/A
Charge ... 0
Gap between HOMO and LUMO ... 8.842 eV

Geometry (Å):
O (-3.515, -2.275, -4.099)
H (-2.812, -2.920, -4.020)
H (-4.302, -2.742, -3.817)
O (1.669, -5.693, -3.524)
H (2.093, -6.203, -4.214)
H (0.732, -5.799, -3.689)
O (4.796, -2.756, 2.009)
H (3.886, -2.759, 1.713)
H (4.808, -2.138, 2.740)
O (0.059, -7.282, 0.021)
H (0.873, -6.780, 0.012)
H (-0.534, -6.789, -0.547)
O (5.221, -5.807, -1.076)
H (5.244, -6.760, -1.164)
H (4.597, -5.520, -1.742)
C (-5.160, 6.084, 1.804)
C (-4.310, 6.148, 3.032)
C (-3.050, 7.083, 2.853)
O (-2.073, 6.603, 1.906)
C (-1.406, 5.375, 2.153)
N (-5.048, 6.481, 4.286)
H (-4.634, 5.679, 0.940)
H (-5.701, 7.024, 1.693)
H (-5.951, 5.351, 1.961)
H (-3.761, 5.208, 2.993)
H (-2.440, 7.198, 3.749)
H (-3.356, 8.059, 2.475)
H (-0.448, 5.327, 1.634)
H (-2.090, 4.568, 1.888)
H (-1.268, 5.217, 3.222)
H (-4.352, 6.362, 5.008)
H (-5.730, 5.792, 4.571)
C (-1.599, -10.884, 7.279)
C (-1.216, -9.757, 6.392)
C (-0.019, -8.869, 6.793)
O (0.561, -7.988, 5.824)
C (-0.274, -6.831, 5.414)
N (-0.881, -10.354, 5.144)
H (-1.831, -10.708, 8.330)
H (-0.862, -11.687, 7.288)
H (-2.515, -11.355, 6.923)
H (-2.056, -9.087, 6.209)
H (0.809, -9.482, 7.148)
H (-0.154, -8.132, 7.585)
H (-0.615, -6.138, 6.183)
H (-1.110, -7.238, 4.845)
H (0.356, -6.291, 4.707)
H (-0.128, -11.009, 5.301)
H (-0.445, -9.653, 4.563)
C (2.242, 7.797, -6.266)
C (3.663, 7.856, -5.612)
C (4.499, 6.571, -5.962)
O (5.626, 6.466, -5.161)
C (6.353, 5.227, -5.283)
N (4.343, 9.132, -5.967)
H (1.735, 8.748, -6.107)
H (1.694, 6.971, -5.813)
H (2.300, 7.624, -7.341)
H (3.632, 7.974, -4.528)
H (4.934, 6.604, -6.961)
H (3.814, 5.767, -5.695)
H (6.701, 5.080, -6.306)
H (5.600, 4.501, -4.976)
H (7.200, 5.062, -4.617)
H (3.892, 9.872, -5.449)
H (5.269, 9.156, -5.566)
C (-4.322, 3.199, -4.955)
C (-3.701, 2.685, -6.275)
C (-2.261, 2.785, -6.222)
O (-1.654, 2.540, -7.534)
C (-0.257, 2.805, -7.461)
N (-4.148, 1.294, -6.562)
H (-4.132, 2.448, -4.188)
H (-5.401, 3.296, -5.077)
H (-3.863, 4.119, -4.592)
H (-4.173, 3.352, -6.997)
H (-1.874, 2.177, -5.404)
H (-1.964, 3.819, -6.044)
H (0.147, 3.507, -6.731)
H (0.134, 2.955, -8.467)
H (0.321, 1.898, -7.283)
H (-3.513, 0.837, -7.201)
H (-3.926, 0.745, -5.744)
C (5.763, -2.108, -7.160)
C (6.642, -2.826, -8.165)
C (7.688, -1.896, -8.927)
O (8.648, -1.379, -7.996)
C (9.453, -0.233, -8.418)
N (7.377, -3.968, -7.567)
H (6.016, -2.204, -6.104)
H (4.791, -2.601, -7.156)
H (5.547, -1.083, -7.461)
H (6.034, -3.116, -9.022)
H (7.121, -1.065, -9.346)
H (8.152, -2.364, -9.795)
H (9.010, 0.723, -8.696)
H (10.159, -0.528, -9.194)
H (10.101, -0.045, -7.562)
H (8.100, -4.205, -8.231)
H (7.907, -3.785, -6.727)
C (-5.604, 3.058, 9.399)
C (-4.190, 3.266, 8.969)
C (-3.846, 2.373, 7.718)
O (-2.499, 2.519, 7.158)
C (-1.962, 1.387, 6.522)
N (-4.080, 4.684, 8.614)
H (-6.359, 2.887, 8.632)
H (-5.901, 3.948, 9.954)
H (-5.513, 2.145, 9.987)
H (-3.522, 3.045, 9.802)
H (-4.387, 2.537, 6.787)
H (-4.047, 1.329, 7.962)
H (-1.047, 1.706, 6.022)
H (-2.632, 0.965, 5.773)
H (-1.518, 0.641, 7.180)
H (-4.463, 5.328, 9.291)
H (-3.115, 4.984, 8.597)
C (-6.829, -8.051, 6.069)
C (-6.741, -7.000, 4.927)
C (-5.847, -5.820, 5.362)
O (-5.348, -4.941, 4.428)
C (-6.288, -3.922, 4.094)
N (-6.126, -7.663, 3.822)
H (-7.383, -8.963, 5.846)
H (-7.279, -7.622, 6.964)
H (-5.910, -8.548, 6.381)
H (-7.784, -6.737, 4.749)
H (-4.910, -6.261, 5.700)
H (-6.184, -5.298, 6.259)
H (-6.949, -3.631, 4.910)
H (-7.010, -4.198, 3.326)
H (-5.690, -3.063, 3.791)
H (-5.233, -8.031, 4.118)
H (-5.942, -6.950, 3.131)
C (1.819, -0.169, -2.723)
C (1.037, 0.542, -1.644)
C (1.333, 0.086, -0.235)
O (1.055, -1.363, -0.043)
C (-0.355, -1.676, 0.055)
N (1.281, 1.960, -1.738)
H (1.244, -0.221, -3.647)
H (1.995, -1.188, -2.380)
H (2.779, 0.322, -2.882)
H (-0.043, 0.498, -1.791)
H (0.848, 0.698, 0.525)
H (2.382, 0.164, 0.048)
H (-0.645, -2.695, 0.309)
H (-0.947, -1.358, -0.804)
H (-0.886, -1.059, 0.779)
H (0.649, 2.462, -1.131)
H (2.142, 2.138, -1.240)
C (5.405, 6.761, 1.000)
C (5.740, 5.336, 0.391)
O (4.734, 4.404, 0.752)
H (5.254, 6.699, 2.077)
H (4.477, 7.237, 0.683)
H (6.137, 7.540, 0.785)
H (6.707, 5.014, 0.777)
H (5.706, 5.412, -0.696)
H (4.811, 4.292, 1.702)

Here are the Löwdin charges for atoms 1 to 8, given in e:
1. O -0.053
2. H 0.024
3. H 0.029
4. O -0.052
5. H 0.031
6. H 0.025
7. O -0.050
8. H 0.022

***

(2)
The molecule C3H7NO2. Source: OMol25; level of theory: the ωB97M-V functional and the def2-TZVPD basis.

Values from the calculation:
Maximum force ... 0.376 eV/A
Structure (SMILES) ... [H]/N=C/OCCO
Charge ... 0
Gap between HOMO and LUMO ... 10.725 eV

Geometry (Å):
H (0.747, 2.642, 0.679)
N (0.439, 1.698, 0.467)
C (1.364, 0.989, -0.037)
O (1.278, -0.268, -0.451)
C (0.152, -1.204, -0.393)
C (-1.177, -0.790, 0.237)
O (-1.678, 0.375, -0.337)
H (2.388, 1.351, -0.190)
H (0.579, -2.072, 0.119)
H (-0.036, -1.467, -1.438)
H (-1.100, -0.730, 1.334)
H (-1.894, -1.598, 0.022)
H (-1.061, 1.073, -0.010)

Here are the Löwdin charges for atoms 1 to 8, given in e:
1. H 0.074
2. N 0.100
3. C -0.282
4. O -0.046
5. C -0.117
6. C -0.283
7. O -0.093
8. H 0.138

***

(3)
A cluster of 3 separate species, C15H21BIN2O12P in total. Source: OMol25; level of theory: the ωB97M-V functional and the def2-TZVPD basis.

Values from the calculation:
Maximum force ... 2.073 eV/A
Structure (SMILES) ... O=P(O)(O)Cc1c(I)c(O)c2nccnc2c1B(O)O.COC(=O)OC.COC(=O)OC
Charge ... 0
Gap between HOMO and LUMO ... 8.234 eV

Geometry (Å):
O (2.099, -2.040, -0.124)
P (1.571, -0.877, 0.597)
O (2.865, 0.089, 0.926)
O (0.949, -1.310, 2.026)
C (0.408, 0.115, -0.416)
C (-1.077, -0.131, -0.160)
C (-1.901, 0.977, 0.301)
I (-1.102, 2.918, 0.681)
C (-3.247, 0.838, 0.513)
O (-3.973, 1.919, 0.960)
C (-3.917, -0.412, 0.277)
N (-5.268, -0.458, 0.477)
C (-5.733, -1.656, 0.193)
C (-4.955, -2.782, -0.226)
N (-3.654, -2.721, -0.403)
C (-3.123, -1.486, -0.156)
C (-1.715, -1.338, -0.371)
B (-0.930, -2.651, -0.899)
O (-0.398, -3.500, 0.033)
O (-0.851, -2.896, -2.268)
H (3.072, 0.490, 0.067)
H (1.720, -1.471, 2.598)
H (0.606, -0.151, -1.471)
H (0.699, 1.169, -0.307)
H (-4.229, 1.717, 1.872)
H (-6.817, -1.801, 0.290)
H (-5.448, -3.736, -0.436)
H (-0.724, -3.204, 0.894)
H (-1.664, -3.386, -2.473)
C (2.604, -5.019, 0.244)
O (3.630, -5.937, 0.653)
C (4.686, -5.364, 1.220)
O (4.841, -4.186, 1.413)
O (5.556, -6.329, 1.546)
C (6.747, -5.854, 2.170)
H (1.802, -5.605, -0.199)
H (2.208, -4.479, 1.100)
H (2.980, -4.325, -0.502)
H (6.515, -5.348, 3.107)
H (7.293, -5.189, 1.502)
H (7.367, -6.721, 2.385)
C (1.168, 8.071, -2.648)
O (-0.151, 8.499, -2.306)
C (-0.792, 7.681, -1.470)
O (-0.357, 6.659, -1.009)
O (-2.001, 8.193, -1.235)
C (-2.804, 7.412, -0.349)
H (1.582, 8.813, -3.326)
H (1.797, 8.017, -1.760)
H (1.140, 7.108, -3.156)
H (-2.332, 7.332, 0.629)
H (-2.988, 6.423, -0.766)
H (-3.755, 7.927, -0.238)

Here are the Löwdin charges for atoms 1 to 8, given in e:
1. O -0.258
2. P 0.494
3. O -0.142
4. O -0.110
5. C -0.189
6. C -0.231
7. C -0.502
8. I 0.994

***

(4)
A structure of composition C4H3CaLiO2. Source: OMol25; level of theory: the ωB97M-V functional and the def2-TZVPD basis.

Values from the calculation:
Maximum force ... 4.432 eV/A
2S+1 ... 2
Charge ... +1
Gap between HOMO and LUMO (alpha / beta) ... 5.655 / 7.272 eV

Geometry (Å):
Ca (-0.873, 2.475, 2.384)
O (-0.856, 0.971, 0.657)
C (0.199, 0.946, -0.278)
H (0.074, 1.463, -1.245)
H (1.128, 1.350, 0.162)
C (1.243, -1.550, -0.648)
C (0.411, -0.494, -0.600)
C (-0.099, -1.662, 0.050)
O (-0.939, -2.502, 0.309)
Li (-2.561, 0.867, 0.011)
H (2.274, -1.862, -0.801)

Here are the Löwdin charges for atoms 1 to 8, given in e:
1. Ca 1.171
2. O -0.685
3. C -0.342
4. H 0.121
5. H 0.115
6. C 0.182
7. C -0.106
8. C -0.335

***

(5)
A structure of composition C36H39B2CeN3O4S5. Source: OMol25; level of theory: the ωB97M-V functional and the def2-TZVPD basis.

Values from the calculation:
Maximum force ... 2.491 eV/A
2S+1 ... 2
Charge ... -1
Gap between HOMO and LUMO (alpha / beta) ... 6.845 / 6.848 eV

Geometry (Å):
Ce (0.138, 0.353, 0.594)
C (0.695, 1.602, -2.643)
N (1.227, 0.435, -1.919)
C (2.668, 0.569, -1.711)
C (0.855, -0.758, -2.655)
C (1.643, -1.247, -3.681)
C (1.226, -2.304, -4.472)
C (-0.060, -2.787, -4.294)
C (-0.858, -2.311, -3.276)
C (-0.393, -1.365, -2.335)
N (-1.058, -0.954, -1.210)
C (-2.069, -1.713, -0.689)
C (-2.246, -3.100, -0.909)
C (-3.381, -3.774, -0.523)
C (-4.408, -3.104, 0.126)
C (-4.170, -1.807, 0.542)
C (-3.008, -1.129, 0.210)
N (-2.686, 0.121, 0.882)
C (-2.866, -0.042, 2.331)
C (-3.502, 1.233, 0.401)
H (1.167, 1.721, -3.631)
H (0.853, 2.516, -2.059)
H (-0.376, 1.456, -2.797)
H (3.222, 0.767, -2.639)
H (3.046, -0.346, -1.250)
H (2.843, 1.410, -1.036)
H (2.610, -0.807, -3.882)
H (1.879, -2.706, -5.234)
H (-0.448, -3.550, -4.956)
H (-1.873, -2.669, -3.205)
H (-1.432, -3.652, -1.354)
H (-3.465, -4.832, -0.727)
H (-5.340, -3.598, 0.365)
H (-4.914, -1.318, 1.159)
H (-3.924, -0.108, 2.625)
H (-2.434, 0.815, 2.849)
H (-2.355, -0.955, 2.651)
H (-4.575, 1.071, 0.590)
H (-3.349, 1.356, -0.671)
H (-3.198, 2.149, 0.908)
C (5.983, 0.436, 0.065)
S (6.373, 1.949, 1.001)
C (5.055, 2.979, 0.469)
C (3.742, 2.805, 0.773)
S (3.068, 1.565, 1.709)
S (2.668, 4.023, 0.000)
C (3.897, 4.926, -0.841)
S (3.572, 6.236, -1.772)
S (5.498, 4.320, -0.577)
H (6.801, -0.257, 0.221)
H (5.893, 0.681, -0.989)
H (5.058, 0.019, 0.452)
C (5.329, -3.326, 7.271)
C (3.891, -3.735, 6.921)
C (3.746, -5.262, 7.017)
C (2.964, -3.110, 7.968)
C (3.533, -3.303, 5.502)
C (4.333, -3.713, 4.433)
C (4.045, -3.407, 3.111)
C (2.911, -2.658, 2.864)
O (2.383, -2.209, 1.706)
B (1.193, -1.471, 1.999)
O (1.062, -1.529, 3.423)
C (2.099, -2.237, 3.922)
C (2.393, -2.547, 5.235)
H (5.557, -3.611, 8.298)
H (5.445, -2.249, 7.180)
H (6.057, -3.802, 6.620)
H (3.971, -5.605, 8.026)
H (4.416, -5.766, 6.325)
H (2.726, -5.552, 6.773)
H (3.265, -3.428, 8.966)
H (1.935, -3.426, 7.812)
H (3.014, -2.025, 7.927)
H (5.221, -4.297, 4.626)
H (4.693, -3.733, 2.311)
H (1.744, -2.182, 6.012)
O (0.046, 4.129, 1.201)
B (-0.295, 2.784, 0.961)
O (-0.897, 2.337, 2.231)
C (-0.908, 3.389, 3.081)
C (-1.430, 3.494, 4.354)
C (-1.288, 4.715, 4.997)
C (-0.649, 5.785, 4.390)
C (-0.144, 5.690, 3.102)
C (-0.309, 4.486, 2.448)
H (-1.922, 2.658, 4.829)
H (-1.675, 4.830, 5.998)
H (-0.538, 6.709, 4.936)
H (0.360, 6.516, 2.630)

Here are the Löwdin charges for atoms 1 to 8, given in e:
1. Ce 1.176
2. C -0.048
3. N -0.270
4. C -0.089
5. C -0.198
6. C -0.040
7. C -0.111
8. C -0.105

***

(6)
The molecule C4H6N2. Source: OMol25; level of theory: the ωB97M-V functional and the def2-TZVPD basis.

Values from the calculation:
Maximum force ... 0.993 eV/A
Charge ... 0
Gap between HOMO and LUMO ... 7.749 eV

Geometry (Å):
C (1.407, 0.954, 0.280)
C (0.213, 0.072, 0.107)
C (-0.934, 0.283, -0.741)
N (-1.872, -0.596, -0.746)
N (-0.779, -2.132, 0.773)
C (-0.051, -1.135, 0.671)
H (2.355, 0.405, 0.207)
H (1.394, 1.688, -0.531)
H (1.401, 1.504, 1.229)
H (-0.922, 1.192, -1.357)
H (-2.629, -0.388, -1.378)
H (0.418, -1.845, 1.486)

Here are the Löwdin charges for atoms 1 to 8, given in e:
1. C -0.076
2. C -0.285
3. C -0.220
4. N 0.055
5. N 0.257
6. C -0.314
7. H 0.075
8. H 0.072